## A
One molecule with the formula CH3N5. Source: the Open Molecules 2025 dataset; level of theory: wB97M-V/def2-TZVPD.

Calculated values
Gap between HOMO and LUMO: 8.96 eV
HOMO level: -0.306 hartree

Each line ends with the natural charge from an NBO analysis.
CARTESIAN COORDINATES (ANGSTROEM)
N (-1.65, 0.01, 0.50)  -0.795
C (-0.61, 0.25, -0.32)  0.466
N (-0.02, 1.01, -1.12)  -0.255
H (-2.46, 0.59, 0.32)  0.408
H (2.16, -1.13, 0.30)  0.335
H (-1.83, -0.98, 0.61)  0.405
N (2.18, 0.87, 0.38)  -0.143
N (0.47, -0.43, -0.80)  -0.277
N (1.75, -0.19, 0.14)  -0.145

***

## B
One molecule with the formula CH3N5. Source: the Open Molecules 2025 dataset; level of theory: wB97M-V/def2-TZVPD.

Calculated values
SMILES string: [H]/N=c1/nn[nH][nH]1
Gap between HOMO and LUMO: 9.36 eV
HOMO level: -0.343 hartree

Each line ends with the natural charge from an NBO analysis.
CARTESIAN COORDINATES (ANGSTROEM)
H (-2.23, -0.02, 0.70)  0.316
N (1.68, 0.34, -0.01)  0.064
N (0.88, 0.89, 0.87)  -0.289
C (-0.43, 0.42, 0.56)  0.425
H (1.52, -0.33, -1.82)  0.413
H (-0.62, -1.21, -0.16)  0.405
N (-1.52, 0.54, 1.32)  -0.657
N (1.09, -0.38, -0.79)  -0.213
N (-0.36, -0.24, -0.68)  -0.464

***

Most stable of them? B.

***

## A
C4H10O as an isolated structure. Source: the Open Molecules 2025 dataset; level of theory: wB97M-V/def2-TZVPD.

Calculated values
Gap between HOMO and LUMO: 7.51 eV
HOMO level: -0.247 hartree

Each line ends with the natural charge from an NBO analysis.
CARTESIAN COORDINATES (ANGSTROEM)
H (1.72, 0.97, 0.83)  0.198
H (-2.66, -0.20, -0.76)  0.210
C (-0.36, -0.25, -0.57)  -0.195
H (2.99, -0.19, 0.43)  0.208
C (0.97, -0.80, -0.16)  -0.462
H (2.27, 0.80, -0.85)  0.196
C (2.05, 0.25, 0.08)  -0.617
H (-0.82, 1.67, 0.29)  0.484
O (-0.80, 0.74, 0.58)  -0.648
C (-2.23, -0.09, 0.23)  -0.274
H (-0.25, 0.42, -1.44)  0.130
H (-2.83, 0.63, 0.81)  0.142
H (-2.18, -1.04, 0.74)  0.222
H (0.86, -1.43, 0.74)  0.193
H (1.27, -1.49, -0.96)  0.213

***

## B
A 2-piece molecular cluster, C4H10O overall. Source: the Open Molecules 2025 dataset; level of theory: wB97M-V/def2-TZVPD.

Calculated values
SMILES string: CC=O.CC
Gap between HOMO and LUMO: 11.03 eV
HOMO level: -0.368 hartree

Each line ends with the natural charge from an NBO analysis.
CARTESIAN COORDINATES (ANGSTROEM)
H (-4.41, 1.41, -0.84)  0.240
H (3.29, -0.66, -1.77)  0.200
H (-2.74, 1.83, -0.38)  0.239
H (4.66, -1.26, 0.24)  0.195
H (3.63, -2.52, -0.35)  0.201
H (-4.11, 2.77, 0.24)  0.243
C (2.85, -0.54, -0.79)  -0.609
O (-2.68, -0.05, 1.09)  -0.519
C (-3.78, 1.75, 0.03)  -0.743
H (3.22, -1.66, 1.14)  0.202
C (3.61, -1.55, 0.14)  -0.601
H (1.83, -0.95, -0.79)  0.205
C (-3.67, 0.63, 0.99)  0.423
H (2.82, 0.54, -0.52)  0.206
H (-4.53, 0.24, 1.58)  0.116

***

## C
One molecule with the formula C4H10O. Source: the Open Molecules 2025 dataset; level of theory: wB97M-V/def2-TZVPD.

Calculated values
SMILES string: CC[C@@H](C)O
Gap between HOMO and LUMO: 11.11 eV
HOMO level: -0.372 hartree

Each line ends with the natural charge from an NBO analysis.
CARTESIAN COORDINATES (ANGSTROEM)
H (-1.82, -0.94, -1.40)  0.208
C (-0.57, 0.39, -0.16)  0.099
H (-0.59, 0.99, -1.06)  0.153
H (-2.77, 0.18, -0.44)  0.207
H (0.69, -0.86, 1.02)  0.213
H (2.35, 0.89, 0.26)  0.211
C (-1.86, -0.44, -0.42)  -0.628
H (-1.02, 2.02, 0.88)  0.471
H (2.10, 0.38, -1.42)  0.199
H (-1.98, -1.20, 0.35)  0.206
O (-0.59, 1.17, 1.03)  -0.728
C (2.05, 0.05, -0.38)  -0.604
C (0.67, -0.52, -0.03)  -0.413
H (0.49, -1.40, -0.65)  0.197
H (2.82, -0.73, -0.26)  0.209

***

Most stable of them? C.

***

## A
One molecule with the formula C9H6O3. Source: the Open Molecules 2025 dataset; level of theory: wB97M-V/def2-TZVPD.

Calculated values
SMILES string: O=c1ccoc2cc(O)ccc12
Gap between HOMO and LUMO: 9.46 eV
HOMO level: -0.343 hartree

Each line ends with the natural charge from an NBO analysis.
CARTESIAN COORDINATES (ANGSTROEM)
C (0.53, 0.44, -0.02)  -0.278
C (-1.36, -1.09, -0.29)  -0.309
H (-1.71, -2.06, -0.54)  0.246
C (-0.43, 1.54, 0.12)  -0.088
H (3.65, -0.24, 0.56)  0.233
C (2.32, -1.48, 0.07)  0.168
H (-3.93, -0.25, 0.66)  0.482
O (2.18, 2.03, -0.50)  -0.547
C (-1.74, 1.35, 0.08)  -0.293
H (0.08, 2.39, 0.41)  0.228
H (2.80, -2.42, 0.49)  0.216
O (-3.53, -0.35, -0.24)  -0.719
C (2.79, -0.26, 0.06)  -0.354
C (1.87, 0.86, -0.32)  0.525
C (0.08, -0.80, -0.18)  0.387
C (-2.14, -0.01, -0.18)  0.333
H (-2.41, 2.13, 0.12)  0.228
O (0.96, -1.77, -0.30)  -0.458

***

## B
One molecule with the formula C9H6O3. Source: the Open Molecules 2025 dataset; level of theory: wB97M-V/def2-TZVPD.

Calculated values
SMILES string: O=c1cc(O)c2ccccc2o1
Gap between HOMO and LUMO: 8.89 eV
HOMO level: -0.333 hartree

Each line ends with the natural charge from an NBO analysis.
CARTESIAN COORDINATES (ANGSTROEM)
C (1.11, 2.07, 1.14)  -0.171
C (-0.76, -1.71, -1.55)  -0.395
H (1.44, 2.49, -0.98)  0.228
H (-1.00, -2.54, -2.15)  0.253
H (1.36, 3.09, 1.73)  0.232
H (-2.03, -1.90, 1.36)  0.477
C (0.05, -0.90, -2.43)  0.754
C (0.53, 0.57, -0.60)  0.342
O (0.25, -1.13, -3.59)  -0.567
C (0.52, 1.12, 1.98)  -0.258
O (-2.12, -2.01, 0.28)  -0.673
C (-0.03, -0.39, 0.25)  -0.186
H (0.54, 1.56, 3.02)  0.224
O (0.69, 0.04, -1.82)  -0.468
C (-0.92, -1.39, -0.34)  0.373
C (0.99, 1.91, -0.31)  -0.229
C (-0.02, -0.11, 1.61)  -0.149
H (-0.62, -0.76, 2.40)  0.213

***

Most stable of them? A.

***

## A
One molecule with the formula C4H5NO3. Source: the Open Molecules 2025 dataset; level of theory: wB97M-V/def2-TZVPD.

Calculated values
SMILES string: COc1c[nH]c(=O)o1
Gap between HOMO and LUMO: 8.76 eV
HOMO level: -0.298 hartree

Each line ends with the natural charge from an NBO analysis.
CARTESIAN COORDINATES (ANGSTROEM)
H (0.33, 1.65, 0.02)  0.229
C (2.19, -0.23, 0.11)  -0.279
C (-0.32, 0.81, -0.10)  -0.298
O (-3.22, -0.91, 0.18)  -0.577
H (3.14, -0.79, 0.20)  0.219
O (1.12, -1.20, -0.25)  -0.459
H (2.00, 0.13, 1.14)  0.195
N (-1.72, 0.87, -0.30)  -0.611
H (-2.32, 1.45, 0.16)  0.402
C (0.01, -0.57, -0.18)  0.572
H (2.09, 0.65, -0.64)  0.203
O (-1.12, -1.39, -0.23)  -0.454
C (-2.16, -0.46, -0.11)  0.859

***

## B
One molecule with the formula C4H5NO3. Source: the Open Molecules 2025 dataset; level of theory: wB97M-V/def2-TZVPD.

Calculated values
SMILES string: NC(=O)[C@@H](O)C=C=O
Gap between HOMO and LUMO: 9.83 eV
HOMO level: -0.343 hartree

Each line ends with the natural charge from an NBO analysis.
CARTESIAN COORDINATES (ANGSTROEM)
H (0.13, 0.79, -1.80)  0.209
H (0.90, 2.15, -0.12)  0.478
O (-2.15, 0.16, -0.71)  -0.605
C (0.26, 0.42, -0.77)  0.011
C (0.97, -1.69, 0.23)  0.743
H (1.02, -1.42, -1.81)  0.276
O (1.10, -2.28, 1.23)  -0.443
H (-0.15, 0.57, 1.70)  0.409
C (-1.12, 0.33, -0.10)  0.638
H (-1.87, 0.29, 1.81)  0.408
O (1.16, 1.23, -0.05)  -0.718
N (-1.05, 0.44, 1.24)  -0.830
C (0.79, -1.00, -0.85)  -0.578

***

## C
One molecule with the formula C4H5NO3. Source: the Open Molecules 2025 dataset; level of theory: wB97M-V/def2-TZVPD.

Calculated values
SMILES string: C=C/C(=N/O)C(=O)O
Gap between HOMO and LUMO: 10.21 eV
HOMO level: -0.351 hartree

Each line ends with the natural charge from an NBO analysis.
CARTESIAN COORDINATES (ANGSTROEM)
O (-2.27, 0.02, 0.63)  -0.544
C (1.12, -1.68, -1.27)  -0.339
C (1.12, -0.50, -0.71)  -0.241
H (-3.02, -0.54, 0.45)  0.481
N (-1.28, -0.58, -0.10)  -0.127
O (0.23, 1.28, 1.90)  -0.676
C (-0.18, 0.03, -0.10)  0.093
H (1.90, 0.18, -0.61)  0.208
H (0.09, -2.13, -1.31)  0.224
O (-0.16, 2.46, -0.02)  -0.545
C (0.01, 1.45, 0.57)  0.760
H (2.02, -2.12, -1.76)  0.214
H (0.41, 2.11, 2.32)  0.492

***

## D
A 2-piece molecular cluster, C4H5NO3 overall. Source: the Open Molecules 2025 dataset; level of theory: wB97M-V/def2-TZVPD.

Calculated values
Gap between HOMO and LUMO: 7.75 eV
HOMO level: -0.305 hartree

Each line ends with the natural charge from an NBO analysis.
CARTESIAN COORDINATES (ANGSTROEM)
O (-0.78, -1.04, -1.35)  -0.521
O (-0.02, 3.15, -0.61)  -0.553
O (0.51, 1.20, -1.51)  -0.683
H (0.48, -2.56, -0.78)  0.126
C (-0.18, -0.79, 1.41)  -0.012
C (-0.45, -1.98, -0.73)  0.275
H (-0.82, -1.52, 1.82)  0.238
C (0.46, 1.51, 0.88)  -0.246
H (0.51, 0.19, -1.28)  0.511
C (0.36, 2.05, -0.50)  0.756
H (0.97, 2.15, 1.58)  0.225
N (0.13, 0.34, 1.22)  -0.214
H (-1.16, -2.69, -0.15)  0.098

***

Most stable of them? B.